3 unconnected molecules or ions with the total composition C3H4BrClO. Source: the Open Molecules 2025 dataset; level of theory: wB97M-V/def2-TZVPD.

Results
- LUMO energy: 0.4934 eV
- DFT total energy: -87783.479 eV
- Kohn-Sham gap: 9.946 eV
- HOMO: -0.3474 hartree
- ΔE to the lowest compared entry with this formula, charge and spin: 435.0 kJ/mol

Cartesian coordinates (Å):
1 C -2.62180 -1.39424 -0.66870
2 C -2.09784 -1.31982 0.40834
3 C 1.06988 -0.64381 0.94918
4 O 0.74367 -1.84926 0.95222
5 Cl 2.26106 -0.22868 -0.20795
6 Br 2.43206 5.57041 -0.13506
7 H -3.18552 -1.45273 -1.55031
8 H 1.89928 4.82247 -1.25177
9 H -1.57989 -1.06429 1.31838
10 H 1.07909 -2.44005 0.18567

C3H4BrNO in the gas phase. Source: the Open Molecules 2025 dataset; level of theory: wB97M-V/def2-TZVPD.

Results
- LUMO energy (spin up / spin down): -0.7298 / -0.7306 eV
- DFT total energy: -76751.281 eV
- Kohn-Sham gap (spin up / spin down): 8.318 / 8.317 eV
- HOMO (spin up / spin down): -0.3325 / -0.3325 hartree
- ΔE to the lowest compared entry with this formula, charge and spin: 409.0 kJ/mol

Cartesian coordinates (Å):
1 C 0.79656 -0.51911 0.05253
2 C -0.34841 -1.03166 -0.38189
3 C 0.71196 0.97233 0.26333
4 N -1.36396 -0.17816 -0.71684
5 O -0.45276 1.42121 -0.26991
6 Br -2.87681 -0.15673 0.30053
7 H 1.70894 -1.05519 0.21940
8 H -0.52024 -2.08362 -0.55447
9 H 0.78748 1.18650 1.34368
10 H 1.55725 1.44444 -0.25635

C3H4BrNO in the gas phase. Source: the Open Molecules 2025 dataset; level of theory: wB97M-V/def2-TZVPD.

Results
- LUMO energy: 0.2187 eV
- DFT total energy: -76752.224 eV
- Kohn-Sham gap: 9.100 eV
- HOMO: -0.3264 hartree
- ΔE to the lowest compared entry with this formula, charge and spin: 318.0 kJ/mol

Cartesian coordinates (Å):
1 C -1.59574 -0.23489 -0.23778
2 C 0.61187 -0.82585 -0.02160
3 C 0.72422 0.84088 0.07667
4 N -0.72098 -1.12008 -0.15372
5 O -0.42897 1.37543 -0.17412
6 Br -3.29621 0.02458 -0.04089
7 H 1.27491 -1.06749 -0.81112
8 H 0.84612 -1.35395 0.91856
9 H 1.08154 1.16624 1.01259
10 H 1.50324 1.19514 -0.56858

C3H4BrNO in the gas phase. Source: the Open Molecules 2025 dataset; level of theory: wB97M-V/def2-TZVPD.

Results
- LUMO energy: -0.2032 eV
- DFT total energy: -76753.810 eV
- Kohn-Sham gap: 9.303 eV
- HOMO: -0.3493 hartree
- SMILES: O=C1CCN1Br
- ΔE to the lowest compared entry with this formula, charge and spin: 165.0 kJ/mol

Cartesian coordinates (Å):
1 O 2.14526 -0.93807 0.23711
2 C 1.11852 -0.42256 0.00133
3 C 0.35383 0.67219 -0.83055
4 C -0.86555 0.43223 0.09619
5 N -0.08428 -0.70781 0.60723
6 Br -0.78294 -2.01893 1.87362
7 H 0.93041 1.63199 -0.86304
8 H 0.12492 0.13420 -1.79382
9 H -1.12214 1.14937 1.04373
10 H -1.81803 0.06739 -0.37180

C3H4BrNO in the gas phase. Source: the Open Molecules 2025 dataset; level of theory: wB97M-V/def2-TZVPD.

Results
- LUMO energy: 0.6567 eV
- DFT total energy: -76749.800 eV
- Kohn-Sham gap: 9.169 eV
- HOMO: -0.3128 hartree
- SMILES: CNOC#CBr
- ΔE to the lowest compared entry with this formula, charge and spin: 551.9 kJ/mol

Cartesian coordinates (Å):
1 C -1.13967 0.77817 0.25164
2 N -0.88980 -0.67601 -0.44640
3 O 0.12656 -1.50391 0.04402
4 C 1.25042 -0.99314 0.10711
5 C 2.13548 -0.28766 -0.28169
6 Br 3.81498 0.31700 -0.17537
7 H -2.10724 1.31410 -0.16363
8 H -1.09012 0.89529 1.29903
9 H -0.40875 1.46679 -0.22236
10 H -1.69187 -1.31063 -0.41235

C3H4BrNO3 in the gas phase. Source: the Open Molecules 2025 dataset; level of theory: wB97M-V/def2-TZVPD.

Results
- LUMO energy: -0.1078 eV
- DFT total energy: -80847.115 eV
- Kohn-Sham gap: 8.883 eV
- HOMO: -0.3304 hartree
- SMILES: O[C@]12O[C@H]1OCN2Br
- ΔE to the lowest compared entry with this formula, charge and spin: 339.9 kJ/mol

Cartesian coordinates (Å):
1 O 0.51430 -2.30014 -0.54835
2 C 0.27688 -1.07938 -0.09977
3 O -0.48684 -0.98430 1.13640
4 C -1.17754 -0.43758 0.03632
5 O -0.98137 0.94176 -0.11793
6 C 0.36642 1.20895 -0.17873
7 N 1.12919 -0.05117 -0.51425
8 Br 2.93474 0.11270 0.14097
9 H 0.35468 -2.95418 0.10922
10 H -2.29194 -0.81485 -0.13774
11 H 0.50991 1.96582 0.60101
12 H 0.52280 1.80881 -1.07894

A molecular structure, C3H4BrO3Pd. Source: the Open Molecules 2025 dataset; level of theory: wB97M-V/def2-TZVPD.

Results
- Multiplicity: 4
- LUMO energy (spin up / spin down): 0.0805 / -4.5456 eV
- DFT total energy: -82835.169 eV
- Kohn-Sham gap (spin up / spin down): 8.250 / 6.175 eV
- HOMO (spin up / spin down): -0.3002 / -0.3940 hartree
- ΔE to the lowest compared entry with this formula, charge and spin: 81.2 kJ/mol

Cartesian coordinates (Å):
1 Pd -8.90678 -7.03441 -5.65496
2 Br -9.12693 -4.40493 -6.34719
3 C -13.40070 -4.75757 -6.64763
4 C -12.93064 -3.51657 -6.03901
5 O -13.29308 -2.68267 -7.02636
6 C -14.22284 -3.11672 -7.81305
7 O -14.86945 -2.42218 -8.51257
8 O -14.43140 -4.37322 -7.47909
9 H -13.52010 -5.46603 -5.82792
10 H -12.61761 -5.04702 -7.34840
11 H -11.86519 -3.42723 -5.82702
12 H -13.55954 -3.14768 -5.22876

A molecular structure, C3H4CaMgO4. Source: the Open Molecules 2025 dataset; level of theory: wB97M-V/def2-TZVPD.

Results
- Multiplicity: 2
- Net charge: +1
- LUMO energy (spin up / spin down): -5.2501 / -5.3941 eV
- DFT total energy: -35241.060 eV
- Kohn-Sham gap (spin up / spin down): 2.847 / 5.655 eV
- HOMO (spin up / spin down): -0.2976 / -0.4060 hartree
- ΔE to the lowest compared entry with this formula, charge and spin: 0.0 kJ/mol

Cartesian coordinates (Å):
1 O -0.28860 -2.19968 -0.62048
2 C 0.23390 -1.18962 -1.31615
3 O -0.64499 -0.23998 -1.83101
4 C -1.74179 0.16657 -0.96208
5 Mg -1.97068 -1.63795 0.11769
6 H 0.95262 -1.46182 -2.10546
7 H -2.54177 0.50266 -1.63819
8 H -1.40845 1.05718 -0.39602
9 H 1.01644 0.01750 0.49646
10 O 0.78647 1.81984 1.53096
11 C 1.33295 0.69138 1.36455
12 O 2.23266 0.31723 2.17142
13 Ca 2.04123 2.15670 3.18831

A molecular structure, C3H4Cl2. Source: the Open Molecules 2025 dataset; level of theory: wB97M-V/def2-TZVPD.

Results
- LUMO energy: -0.5876 eV
- DFT total energy: -28216.092 eV
- Kohn-Sham gap: 7.889 eV
- HOMO: -0.3115 hartree
- ΔE to the lowest compared entry with this formula, charge and spin: 392.4 kJ/mol

Cartesian coordinates (Å):
1 C -1.14066 -0.72802 0.16513
2 C -1.01362 0.56564 0.16070
3 C 1.62687 0.28256 -0.46738
4 Cl 2.33808 -1.15255 -0.20245
5 Cl 2.59218 1.53208 -0.14292
6 H -1.42781 -1.48952 0.91743
7 H -0.94790 -1.29389 -0.73784
8 H -0.95708 1.10462 -0.71323
9 H -1.07007 1.17908 1.02055

C3H4Cl2O in the gas phase. Source: the Open Molecules 2025 dataset; level of theory: wB97M-V/def2-TZVPD.

Results
- LUMO energy: 0.6988 eV
- DFT total energy: -30266.384 eV
- Kohn-Sham gap: 10.210 eV
- HOMO: -0.3495 hartree
- SMILES: CC(=O)C(Cl)Cl
- ΔE to the lowest compared entry with this formula, charge and spin: 182.6 kJ/mol

Cartesian coordinates (Å):
1 C -1.01505 -1.22358 -0.00259
2 C -0.05190 0.06615 0.54947
3 O 0.22206 -0.03030 1.71801
4 C 0.91469 1.37260 -0.27126
5 Cl 2.51596 0.72025 0.05026
6 Cl 0.45934 1.60089 -1.88564
7 H -1.81688 -0.98619 -0.68774
8 H -1.47367 -1.82612 0.80926
9 H -0.43207 -1.96497 -0.57090
10 H 0.67753 2.27128 0.29113

C3H4Cl2O in the gas phase. Source: the Open Molecules 2025 dataset; level of theory: wB97M-V/def2-TZVPD.

Results
- LUMO energy: 0.5889 eV
- DFT total energy: -30266.697 eV
- Kohn-Sham gap: 10.690 eV
- HOMO: -0.3712 hartree
- SMILES: O[C@@H]1CC1(Cl)Cl
- ΔE to the lowest compared entry with this formula, charge and spin: 152.4 kJ/mol

Cartesian coordinates (Å):
1 O 0.41265 0.61947 -1.59758
2 C -0.26698 -0.19977 -0.67735
3 C -0.83285 0.50532 0.54596
4 C 0.39778 -0.38594 0.67801
5 Cl 0.19169 -1.82794 1.65714
6 Cl 2.07275 0.44867 0.83054
7 H 1.21733 0.12499 -1.91912
8 H -0.85192 -0.99332 -1.21822
9 H -0.56862 1.56183 0.64459
10 H -1.77183 0.14669 1.05604

C3H4Cl2O2S in the gas phase. Source: the Open Molecules 2025 dataset; level of theory: wB97M-V/def2-TZVPD.

Results
- LUMO energy: -0.7698 eV
- DFT total energy: -43148.287 eV
- Kohn-Sham gap: 9.134 eV
- HOMO: -0.3640 hartree
- SMILES: O=C(O)C(Cl)(Cl)CS
- ΔE to the lowest compared entry with this formula, charge and spin: 172.6 kJ/mol

Cartesian coordinates (Å):
1 O 2.05568 -1.87817 -0.63507
2 C 1.53093 -0.64027 -0.43514
3 O 2.47211 0.42003 0.00080
4 C 0.18113 -0.01384 -0.19139
5 Cl 0.10633 0.01445 1.61247
6 Cl 0.07861 1.68638 -0.62389
7 C -0.93249 -0.82917 -0.76804
8 S -2.61002 -0.47095 -0.05393
9 H 2.07654 1.09885 0.67090
10 H -0.81847 -0.62419 -1.87680
11 H -0.45163 -1.85123 -0.35222
12 H -3.08996 0.56253 -0.94326